1.
Formula: C5H9NO
Source: the Open Molecules 2025 dataset
Level of theory: the ωB97M-V functional and the def2-TZVPD basis

LUMO energy (alpha / beta) = 0.246 / -1.184 eV
orbital gap (alpha / beta) = 9.420 / 7.519 eV
HOMO level (alpha / beta) = -9.1745 / -8.7031 eV
spin multiplicity = 1

Cartesian coordinates (Å):
C: -1.80 0.49 1.96
O: -0.61 0.06 1.34
C: -0.15 0.96 0.36
C: 1.18 0.47 -0.14
C: 0.88 -1.97 -1.71
C: 1.52 0.54 -1.46
N: 1.73 0.33 -2.61
H: -2.08 -0.26 2.70
H: -2.62 0.60 1.23
H: -1.67 1.46 2.47
H: -0.06 1.97 0.80
H: -0.87 1.04 -0.47
H: 1.96 0.32 0.59
H: 1.87 -1.74 -1.37
H: 0.64 -3.01 -1.94
H: 0.08 -1.25 -1.75



2.
Formula: C22H41AuClNP3Se
Source: the Open Molecules 2025 dataset
Level of theory: the ωB97M-V functional and the def2-TZVPD basis

LUMO energy (alpha / beta) = -8.513 / -12.837 eV
expectation value of S² = 2.06
charge = +3
orbital gap (alpha / beta) = 7.354 / 3.031 eV
HOMO level (alpha / beta) = -15.8672 / -15.8672 eV
spin multiplicity = 3

Cartesian coordinates (Å):
Au: -0.12 -0.24 -0.39
P: 0.27 1.88 2.14
P: -2.46 0.05 -0.21
P: 2.23 -0.57 -0.31
H: -1.57 -2.39 -2.94
C: -0.69 -2.71 -2.37
C: -0.50 -2.36 -1.04
H: -1.48 -2.26 -0.47
C: 0.40 3.56 1.38
C: -1.06 2.28 3.36
C: 1.71 2.00 3.26
C: -3.69 -0.85 -1.22
C: -2.95 -0.29 1.53
C: -2.85 1.80 -0.43
C: 3.01 -1.81 -1.40
C: 2.66 -1.02 1.42
C: 3.11 0.96 -0.61
H: -0.10 -3.49 -2.86
H: 0.44 -2.62 -0.52
H: 0.45 4.30 2.18
H: -0.46 3.77 0.74
H: 1.30 3.62 0.76
H: -0.72 3.14 3.93
H: -1.22 1.44 4.05
H: -2.03 2.53 2.90
H: 1.59 2.92 3.84
H: 2.66 2.06 2.73
H: 1.76 1.17 3.96
H: -4.68 -0.46 -0.98
H: -3.69 -1.93 -1.02
H: -3.52 -0.72 -2.29
H: -4.04 -0.18 1.61
H: -2.44 0.38 2.24
H: -2.65 -1.32 1.78
H: -3.93 1.92 -0.58
H: -2.31 2.15 -1.32
H: -2.52 2.37 0.44
H: 4.10 -1.66 -1.36
H: 2.68 -1.71 -2.45
H: 2.79 -2.83 -1.07
H: 3.67 -1.45 1.43
H: 1.92 -1.75 1.79
H: 2.62 -0.15 2.09
H: 4.13 0.76 -0.96
H: 3.14 1.57 0.30
H: 2.56 1.50 -1.39
C: 0.05 2.25 -4.69
C: -0.21 0.94 -4.22
C: 0.37 -0.16 -4.87
C: 1.13 0.02 -6.06
C: 1.15 1.30 -6.63
C: 0.58 2.40 -5.99
Se: -0.27 3.75 -3.61
H: 1.17 3.83 -3.21
H: -0.80 0.77 -3.31
H: 0.25 -1.14 -4.41
H: 1.70 -0.79 -6.55
H: 1.67 1.34 -7.59
H: 0.57 3.40 -6.41
Cl: -0.02 -1.64 6.82
C: -0.23 -2.27 5.25
C: -0.62 -3.60 5.06
C: -0.81 -4.04 3.75
C: -0.60 -3.16 2.69
N: -0.19 -1.90 2.87
C: -0.03 -1.45 4.12
H: -0.78 -4.23 5.92
H: -1.12 -5.05 3.51
H: -0.77 -3.52 1.67
H: 0.26 -0.41 4.24



3.
Formula: C32H54N13O2SYb
Source: the Open Molecules 2025 dataset
Level of theory: the ωB97M-V functional and the def2-TZVPD basis

LUMO energy (alpha / beta) = -3.975 / -3.974 eV
expectation value of S² = 0.75
charge = +2
orbital gap (alpha / beta) = 7.905 / 7.915 eV
HOMO level (alpha / beta) = -11.8801 / -11.8897 eV
spin multiplicity = 2

Cartesian coordinates (Å):
Yb: 0.18 0.36 0.77
C: 0.06 0.91 4.66
C: 1.52 0.96 4.19
N: 1.71 0.28 2.90
C: 3.07 0.52 2.41
C: 3.17 1.91 1.76
N: 1.99 2.19 0.92
C: 2.30 3.16 -0.13
C: 1.20 3.23 -1.19
C: -0.13 3.75 -0.65
N: -0.96 2.64 -0.14
C: -2.02 3.13 0.76
C: -1.50 3.27 2.19
N: -0.92 2.01 2.68
C: -0.74 2.09 4.13
H: 0.04 0.94 5.75
H: -0.40 -0.03 4.34
H: 2.17 0.50 4.95
H: 1.81 2.00 4.08
H: 1.62 -0.72 3.10
H: 3.31 -0.25 1.67
H: 3.82 0.46 3.22
H: 4.07 1.93 1.13
H: 3.30 2.68 2.53
H: 1.29 2.62 1.53
H: 3.22 2.86 -0.62
H: 2.47 4.16 0.29
H: 1.03 2.23 -1.60
H: 1.54 3.88 -2.00
H: -0.66 4.30 -1.43
H: 0.05 4.46 0.17
H: -1.42 2.21 -0.94
H: -2.83 2.40 0.76
H: -2.42 4.10 0.42
H: -2.34 3.61 2.82
H: -0.72 4.05 2.24
H: -1.62 1.27 2.51
H: -1.70 2.14 4.65
H: -0.20 3.02 4.35
C: 3.03 -6.07 1.41
C: 1.97 -5.25 2.03
N: 1.31 -5.58 3.09
N: 0.46 -4.56 3.34
C: 0.58 -3.58 2.42
S: -0.28 -2.15 2.36
N: 1.55 -4.02 1.57
N: 2.02 -3.30 0.48
H: 3.01 -7.05 1.88
H: 4.01 -5.63 1.58
H: 2.88 -6.18 0.34
H: -0.19 -4.61 4.11
H: 1.26 -2.70 0.15
H: 2.29 -3.94 -0.27
N: 2.76 -0.23 -0.76
C: 2.35 -0.15 -2.16
C: 3.18 -1.02 -3.14
C: 3.81 -0.25 -4.31
C: 2.81 0.57 -5.14
N: 1.65 -0.20 -5.50
C: 1.44 -0.87 -6.62
N: 2.32 -0.90 -7.62
N: 0.29 -1.54 -6.75
C: 0.84 -0.56 -2.20
O: 0.27 -0.63 -3.29
O: 0.33 -0.81 -1.08
H: 3.64 0.28 -0.62
H: 2.95 -1.20 -0.53
H: 2.41 0.90 -2.47
H: 2.54 -1.81 -3.54
H: 3.99 -1.50 -2.59
H: 4.31 -0.98 -4.95
H: 4.58 0.43 -3.94
H: 3.31 0.97 -6.02
H: 2.45 1.42 -4.56
H: 1.01 -0.36 -4.68
H: 3.18 -0.39 -7.56
H: 2.09 -1.32 -8.50
H: -0.39 -1.53 -6.01
H: 0.05 -2.03 -7.60
N: -1.86 0.01 0.91
C: -3.10 -0.17 0.82
C: -3.96 0.11 2.01
C: -3.56 -0.38 3.25
C: -4.28 -0.08 4.39
C: -5.39 0.74 4.31
C: -5.78 1.25 3.08
C: -5.08 0.94 1.94
C: -3.76 -0.59 -0.44
C: -5.03 -1.17 -0.44
C: -5.61 -1.59 -1.63
C: -4.92 -1.44 -2.82
C: -3.66 -0.88 -2.83
C: -3.08 -0.46 -1.65
H: -2.69 -1.02 3.30
H: -3.98 -0.49 5.34
H: -5.96 0.98 5.20
H: -6.65 1.90 3.02
H: -5.39 1.34 0.99
H: -5.55 -1.30 0.49
H: -6.59 -2.04 -1.61
H: -5.37 -1.78 -3.74
H: -3.12 -0.77 -3.77
H: -2.07 -0.04 -1.64



4.
Formula: C2H4N2O3
Source: the Open Molecules 2025 dataset
Level of theory: the ωB97M-V functional and the def2-TZVPD basis

LUMO energy = 0.380 eV
orbital gap = 9.962 eV
HOMO level = -9.5821 eV
spin multiplicity = 1
structure (SMILES) = [H]/N=C\C(=O)N(O)O

Cartesian coordinates (Å):
H: -0.98 1.47 1.18
N: -0.02 1.75 1.37
C: 0.87 0.97 0.95
C: 0.76 -0.30 0.16
O: 1.65 -1.12 0.05
N: -0.41 -0.52 -0.50
O: -0.53 -1.62 -1.39
O: -1.60 0.15 -0.42
H: 1.91 1.24 1.13
H: 0.21 -2.20 -1.13
H: -1.86 0.17 -1.39



Going through the records in order, we get molecular weight values of 99.133, 723.879, 857.980, 104.065 g/mol.
Going through the records in order, we get energy above the lowest of the compared OMol25 structures with the same formula, charge and spin values of 549.0, 182.2, 52.8, 489.3 kJ/mol.
Going through the records in order, we get F_max values of 1.8, 1.8, 1.3, 1.7 eV/A.